Density functional theory data (ωB97M-V/def2-TZVPD) for a 5-piece molecular cluster, C5H20O5 overall at a distorted geometry.

Element x y z (Å)
C1 42.502 -4.927 23.376
O1 43.003 -3.705 22.854
H1 41.718 -5.349 22.729
H2 43.284 -5.673 23.522
H3 41.969 -4.705 24.300
H4 43.544 -3.912 22.087
C2 40.054 3.893 23.837
O2 38.748 4.177 24.298
H5 40.192 4.323 22.844
H6 40.817 4.335 24.486
H7 40.220 2.821 23.845
H8 38.665 5.120 24.451
C3 45.057 3.274 25.880
O3 46.304 3.896 25.593
H9 44.253 3.932 25.549
H10 44.968 2.299 25.401
H11 44.911 3.051 26.939
H12 46.641 4.216 26.434
C4 43.337 0.650 23.083
O4 43.110 -0.539 23.808
H13 44.040 1.320 23.594
H14 43.745 0.498 22.085
H15 42.438 1.275 23.042
H16 43.303 -1.281 23.227
C5 41.332 1.426 26.485
O5 41.798 1.939 27.760
H17 42.098 1.609 25.740
H18 41.140 0.364 26.633
H19 40.412 1.977 26.283
H20 41.236 1.572 28.444

## Properties
**Structure (SMILES)**: CO.CO.CO.CO.CO
**Total charge**: 0
**Calculated total energy**: -15744.0597 eV
**Relative energy (zero: lowest compared OMol25 entry of this formula, charge and spin)**: 52.2 kcal/mol
**HOMO level**: -10.083 eV
**LUMO energy**: 0.7 eV
**2S+1**: 1

natural (NBO) atomic charge list, values in e, 2 entries: -0.2485, -0.7317


Density functional theory data (ωB97M-V/def2-TZVPD) for C22H23AsFN3O9SV as an isolated structure at a distorted geometry.

Element x y z (Å)
V1 -0.300 -3.806 0.345
O1 2.447 -2.695 -1.099
As1 2.679 -4.369 -0.644
O2 0.411 -2.518 -2.508
O3 1.010 -4.865 -0.327
C1 3.302 -4.051 1.248
C2 4.652 -4.369 1.346
C3 5.367 -4.272 2.534
C4 4.726 -3.851 3.684
C5 3.378 -3.529 3.631
C6 2.677 -3.627 2.435
S1 0.952 -3.208 2.579
O4 0.614 -2.382 1.354
O5 0.765 -2.514 3.810
O6 0.137 -4.429 2.361
H1 1.657 -2.622 -1.809
H2 5.169 -4.716 0.456
H3 6.418 -4.533 2.554
H4 5.261 -3.773 4.621
H5 2.860 -3.193 4.518
C7 -4.659 1.503 -1.992
C8 -4.309 0.965 -0.609
N1 -3.254 -0.030 -0.631
C9 -3.604 -1.375 -0.545
C10 -2.715 -2.358 -0.659
C11 -3.113 -3.743 -0.300
O7 -4.240 -4.162 -0.418
O8 -2.110 -4.394 0.256
C12 -1.317 -2.033 -0.877
O9 -0.519 -2.948 -1.451
C13 -0.904 -0.644 -0.754
C14 0.430 -0.267 -0.699
C15 0.757 1.071 -0.664
F1 2.067 1.423 -0.576
C16 -0.201 2.062 -0.704
C17 -1.541 1.689 -0.704
C18 -1.914 0.347 -0.685
N2 0.111 3.463 -0.701
C19 1.291 3.917 -1.423
C20 1.200 5.457 -1.527
N3 -0.211 5.837 -1.184
C21 -0.483 5.590 0.274
C22 -0.007 4.154 0.575
H6 -5.454 2.250 -1.919
H7 -5.008 0.694 -2.634
H8 -3.796 1.960 -2.476
H9 -5.185 0.494 -0.165
H10 -4.033 1.775 0.070
H11 -4.643 -1.592 -0.333
H12 1.216 -1.010 -0.663
H13 -2.284 2.474 -0.745
H14 1.293 3.458 -2.410
H15 2.230 3.657 -0.931
H16 1.426 5.828 -2.522
H17 1.840 5.962 -0.807
H18 -0.812 5.176 -1.687
H19 -0.436 6.791 -1.455
H20 -1.554 5.715 0.422
H21 0.051 6.348 0.842
H22 -0.735 3.644 1.199
H23 0.945 4.172 1.120

## Properties
**Total charge**: 0
**<S²>**: 0.78
**Calculated total energy**: -146160.2349 eV
**HOMO level (spin up / spin down)**: -5.684 / -5.723 eV
**LUMO energy (spin up / spin down)**: -1.5 / -1.5 eV
**2S+1**: 2

natural (NBO) atomic charge list, values in e, 2 entries: 1.3944, -1.1229


Density functional theory data (ωB97M-V/def2-TZVPD) for one molecule with the formula C4H5NO2.

Element x y z (Å)
O1 -1.783 1.448 0.634
C1 -1.059 1.745 -0.282
C2 0.131 0.891 -0.730
O2 0.577 1.028 -1.850
N1 0.633 0.058 0.237
C3 1.052 -1.300 0.007
C4 -0.101 -0.988 0.907
H1 -1.219 2.638 -0.915
H2 2.011 -1.573 0.436
H3 0.842 -1.719 -0.975
H4 -1.104 -1.202 0.546
H5 0.020 -1.026 1.986

## Properties
**Structure (SMILES)**: O=CC(=O)N1CC1
**Total charge**: 0
**Calculated total energy**: -9812.4016 eV
**Relative energy (zero: lowest compared OMol25 entry of this formula, charge and spin)**: 44.1 kcal/mol
**HOMO level**: -9.960 eV
**LUMO energy**: -0.2 eV
**2S+1**: 1

natural (NBO) atomic charge list, values in e, 2 entries: -0.4789, 0.3529


Density functional theory data (ωB97M-V/def2-TZVPD) for one molecule with the formula C7H16BrNO2Si at a distorted geometry.

Element x y z (Å)
C1 -2.384 0.117 0.836
C2 -1.883 -1.119 0.087
C3 -3.558 0.742 0.310
C4 -3.402 1.532 -0.954
C5 3.846 0.054 -1.194
C6 1.734 1.174 0.964
C7 2.305 -1.850 0.786
N1 -0.242 -0.468 -1.158
O1 -0.486 -1.153 -0.075
O2 1.021 -0.209 -1.449
Si1 2.229 -0.245 -0.267
Br1 -5.349 -0.135 0.451
H1 -2.499 -0.051 1.898
H2 -1.497 0.861 0.895
H3 -2.271 -2.005 0.678
H4 -2.214 -1.134 -0.940
H5 -3.538 2.617 -0.826
H6 -4.167 1.278 -1.699
H7 -2.321 1.353 -1.351
H8 4.037 1.091 -1.181
H9 4.604 -0.309 -0.428
H10 3.947 -0.324 -2.219
H11 2.565 1.424 1.639
H12 1.437 2.107 0.451
H13 0.920 0.996 1.695
H14 2.156 -2.703 0.167
H15 3.333 -1.936 1.232
H16 1.676 -1.704 1.653

## Properties
**Total charge**: 0
**Calculated total energy**: -91019.2714 eV
**Relative energy (zero: lowest compared OMol25 entry of this formula, charge and spin)**: 28.3 kcal/mol
**HOMO level (spin up / spin down)**: -7.971 / -7.847 eV
**LUMO energy (spin up / spin down)**: 0.7 / 0.1 eV
**2S+1**: 1

natural (NBO) atomic charge list, values in e, 2 entries: -0.5736, -0.0791


Density functional theory data (ωB97M-V/def2-TZVPD) for C7H11NO as an isolated structure at a distorted geometry.

Element x y z (Å)
C1 2.245 -0.311 -0.516
C2 0.907 0.037 -0.039
C3 0.870 1.449 0.627
C4 -0.090 0.945 -0.515
C5 -1.426 0.102 -0.151
C6 -0.888 -0.562 1.310
C7 -0.804 -1.352 -0.672
H1 2.428 0.453 -1.396
H2 1.928 -1.360 -0.998
H3 3.173 -0.334 0.058
H4 1.908 1.776 0.299
H5 0.510 2.022 1.521
H6 -0.469 1.638 -1.515
H7 -3.394 0.649 0.449
H8 -0.385 -0.224 2.302
H9 -1.726 -1.176 1.630
H10 -0.641 -1.278 -1.858
H11 -1.680 -2.001 -0.396
N1 0.147 -1.215 0.446
O1 -2.615 0.741 -0.587

## Properties
**Total charge**: 0
**Calculated total energy**: -10967.0542 eV
**Relative energy (zero: lowest compared OMol25 entry of this formula, charge and spin)**: 189.6 kcal/mol
**HOMO level**: -8.868 eV
**LUMO energy**: 0.1 eV
**2S+1**: 1

natural (NBO) atomic charge list, values in e, 2 entries: -0.6220, 0.1013


Density functional theory data (ωB97M-V/def2-TZVPD) for a 4-piece molecular cluster, C8H16Br8 overall at a distorted geometry.

Element x y z (Å)
Br1 2.055 5.611 2.861
C1 0.640 4.340 3.157
C2 -0.351 4.451 2.006
Br2 -1.956 3.386 2.341
H1 0.148 4.538 4.132
H2 1.071 3.318 3.228
H3 0.042 3.909 1.127
H4 -0.616 5.493 1.846
Br3 3.793 -0.256 -6.420
C3 2.445 -0.870 -5.134
C4 2.731 -0.463 -3.699
Br4 1.438 -1.285 -2.471
H5 2.450 -1.976 -5.207
H6 1.512 -0.548 -5.583
H7 2.633 0.607 -3.566
H8 3.701 -0.899 -3.410
Br5 -2.464 0.255 -1.144
C5 -1.286 0.198 0.413
C6 -0.046 1.040 0.281
Br6 1.351 0.488 1.527
H9 -1.064 -0.883 0.495
H10 -1.862 0.403 1.315
H11 -0.402 2.037 0.412
H12 0.312 0.889 -0.737
Br7 -3.873 -2.981 0.789
C7 -2.783 -4.431 1.653
C8 -1.261 -4.140 1.690
Br8 -0.380 -4.151 -0.084
H13 -2.934 -5.337 1.068
H14 -3.195 -4.673 2.632
H15 -0.706 -4.899 2.248
H16 -1.143 -3.170 2.231

## Properties
**Structure (SMILES)**: BrCCBr.BrCCBr.BrCCBr.BrCCBr
**Total charge**: 0
**Calculated total energy**: -568895.4845 eV
**Relative energy (zero: lowest compared OMol25 entry of this formula, charge and spin)**: 16.2 kcal/mol
**HOMO level**: -10.128 eV
**LUMO energy**: 0.4 eV
**2S+1**: 1

natural (NBO) atomic charge list, values in e, 2 entries: 0.0137, -0.4753